1:
Below is 2 unconnected molecules or ions with the total composition C2H6S2, with properties calculated with ωB97M-V with the def2-TZVPD basis set.

The HOMO-LUMO gap comes out at 9.568 eV. Its SMILES is C=C.SS.

Geometry (Å):
1 S -1.66 -0.12 2.22
2 S -0.34 -1.74 1.75
3 H -1.83 -0.46 3.52
4 H 0.82 -1.24 2.15
5 C 0.38 0.14 -2.10
6 C 0.59 0.95 -1.06
7 H 1.27 -0.37 -2.47
8 H -0.53 0.14 -2.67
9 H 1.56 1.38 -0.85
10 H -0.26 1.32 -0.48

=====

2:
Below is 2 unconnected molecules or ions with the total composition C2H6S2, with properties calculated with ωB97M-V with the def2-TZVPD basis set.

The HOMO-LUMO gap (spin up / spin down) comes out at 6.288 / 9.166 eV.

Geometry (Å):
1 C -1.35 -0.87 -0.42
2 C -1.05 0.46 0.10
3 S 3.05 1.42 0.76
4 S 1.95 0.45 -0.62
5 H -1.46 -0.91 -1.50
6 H -0.61 -1.70 -0.18
7 H -2.32 -1.16 -0.07
8 H -0.49 0.50 0.93
9 H -1.55 1.33 -0.29
10 H 3.83 0.47 1.30

=====

3:
Below is a molecular structure, C2H6S2, with properties calculated with ωB97M-V with the def2-TZVPD basis set.

The HOMO-LUMO gap comes out at 8.749 eV.

Geometry (Å):
1 C -1.23 -0.21 0.51
2 C 0.24 -0.24 0.84
3 S 1.10 0.60 -2.24
4 S 1.75 -0.79 -0.95
5 H -1.76 -1.14 0.58
6 H -1.71 0.39 1.14
7 H -1.41 0.16 -0.51
8 H 0.49 -1.06 1.44
9 H 0.50 0.88 1.08
10 H 2.03 1.40 -1.89

=====

Need the numbers? Relative energies in kcal/mol: 1 0.0; 2 29.9; 3 9.7.

=====

1:
Below is a single C2H2INO3 molecule, with properties calculated with ωB97M-V with the def2-TZVPD basis set.

The HOMO-LUMO gap (spin up / spin down) comes out at 5.911 / 7.514 eV.

Geometry (Å):
1 C -0.14 0.66 0.70
2 C -0.42 -0.15 -0.45
3 N 0.47 -1.96 -1.53
4 O -1.49 -0.16 -1.21
5 O -0.88 1.61 1.08
6 O 0.55 -1.10 -0.52
7 I -0.14 3.28 2.14
8 H 0.74 0.35 1.26
9 H 1.32 -2.53 -1.48

=====

2:
Below is 2 unconnected molecules or ions with the total composition C2H2INO3, with properties calculated with ωB97M-V with the def2-TZVPD basis set.

The HOMO-LUMO gap (spin up / spin down) comes out at 7.685 / 7.687 eV.

Geometry (Å):
1 C -0.77 1.36 -0.18
2 C -0.84 -0.84 0.59
3 N 1.31 -0.56 -0.21
4 O -1.85 -1.21 1.07
5 O -0.33 2.24 0.44
6 O 0.33 -1.36 0.45
7 I -1.58 1.48 -2.15
8 H 2.04 -1.23 -0.48
9 H 1.70 0.10 0.47

=====

Need the numbers? Relative energies in kcal/mol: 1 41.9; 2 0.0.

=====

1:
Below is a single C4H4F2O2 molecule, with properties calculated with ωB97M-V with the def2-TZVPD basis set.

The HOMO-LUMO gap comes out at 11.022 eV. Its SMILES is O=CO/C(=C/F)CF.

Geometry (Å):
1 C 0.27 1.29 0.42
2 C 0.46 -0.11 -0.24
3 C -1.84 -0.81 -0.23
4 C 1.56 -0.86 -0.21
5 H -0.19 1.21 1.42
6 H 1.21 1.85 0.45
7 H -2.73 -0.89 -0.97
8 H 1.82 -1.86 -0.70
9 O -0.67 -0.57 -0.89
10 O -1.99 -0.93 1.00
11 F -0.67 2.06 -0.33
12 F 2.75 -0.37 0.28

=====

2:
Below is a single C4H4F2O2 molecule, with properties calculated with ωB97M-V with the def2-TZVPD basis set.

The HOMO-LUMO gap comes out at 10.328 eV. Its SMILES is O=CCC(=O)C(F)F.

Geometry (Å):
1 C -0.93 -0.62 1.45
2 C 0.17 -0.53 0.33
3 C 0.19 0.72 -0.49
4 C 1.06 0.46 -1.70
5 H -0.80 -1.46 2.13
6 H -0.84 0.85 -0.77
7 H 0.59 1.58 0.09
8 H 2.11 0.15 -1.54
9 O 1.07 -1.35 0.39
10 O 0.54 0.44 -2.82
11 F -2.06 -0.76 0.74
12 F -1.11 0.51 2.18

=====

Need the numbers? Relative energies in kcal/mol: 1 13.6; 2 0.0.